# C68H171N11O23

A cluster of 12 separate species, C68H171N11O23 in total at a distorted geometry (ωB97M-V/def2-TZVPD, OMol25).

Results
- LUMO level: 0.5 eV
- Relative energy (zero: lowest compared OMol25 entry of this formula, charge and spin): 72.8 kcal/mol
- HOMO energy: -8.08 eV
- Total energy: -136752.492 eV
- Orbital gap: 8.568 eV

Each line ends with the Mulliken charge.
Positions of all 273 atoms, in Å:
1 O 7.191 5.656 7.231  -0.221
2 O 0.851 -1.186 4.034  -0.494
3 O 1.756 4.789 -2.663  0.412
4 O -5.748 -0.881 2.095  -0.443
5 O 0.402 3.237 -0.229  0.630
6 O 2.330 -2.428 -2.944  0.340
7 O -4.105 1.986 -2.140  -0.543
8 O -7.149 -5.601 2.009  -0.586
9 O 7.800 3.530 -1.907  -0.422
10 O -3.885 -5.358 5.781  -0.311
11 O -4.757 3.571 4.029  -0.368
12 O 4.755 -1.861 2.499  -0.247
13 O 7.065 2.727 -6.548  -0.353
14 O 0.065 -0.230 -5.277  0.341
15 O 3.795 6.902 2.778  -0.449
16 O -1.119 -1.727 -0.141  0.361
17 O 3.903 2.659 6.910  -0.378
18 O -0.851 -6.567 0.483  -0.111
19 O -7.854 -3.105 -0.888  -0.467
20 O -2.930 -6.096 -5.204  -0.341
21 O -9.341 -6.712 -2.597  -0.433
22 O -0.134 3.973 -7.747  -0.341
23 O 0.606 5.319 5.802  -0.217
24 N 1.504 1.992 -6.460  0.783
25 N -1.569 -2.931 4.511  0.098
26 N -6.975 -5.192 -2.523  -0.207
27 N 4.609 -1.738 -0.351  -0.228
28 N -3.806 1.000 2.767  -0.117
29 N 0.923 2.732 6.565  -0.287
30 N -1.044 3.885 -3.055  -0.277
31 N 5.356 5.784 4.855  -0.032
32 N -1.361 -7.058 -3.099  -0.256
33 N 5.907 3.693 -4.199  -0.288
34 N 0.722 0.224 -0.916  0.683
35 C -5.384 -7.061 1.319  -1.293
36 C -6.658 -3.759 -0.576  1.877
37 C -6.406 -1.914 2.818  -0.931
38 C -0.532 -6.616 -0.917  -0.580
39 C -4.586 4.393 5.145  -0.790
40 C 1.804 2.546 -7.748  -0.904
41 C 5.295 2.675 6.642  -0.504
42 C -4.432 -1.157 1.811  1.098
43 C -7.026 -6.522 -1.879  0.207
44 C 0.634 4.494 0.454  -0.168
45 C 1.028 -0.417 -6.379  -0.935
46 C -4.053 -6.742 5.769  -0.819
47 C 0.160 6.690 5.647  -0.782
48 C 6.381 3.690 -1.820  -0.649
49 C 3.185 1.893 5.914  0.100
50 C 6.797 5.785 4.955  -0.488
51 C 1.339 3.967 -7.831  -0.241
52 C -3.864 0.605 -2.340  -0.200
53 C -5.913 -6.153 2.410  0.317
54 C -1.368 -1.479 4.729  -1.117
55 C 5.516 -2.051 3.682  -0.828
56 C -3.758 0.182 1.574  -0.575
57 C -8.093 -7.325 -2.517  -1.000
58 C -3.453 -7.225 -4.479  0.443
59 C -1.040 -1.018 -5.549  -0.892
60 C 2.065 0.694 -6.251  -0.896
61 C 2.744 7.354 1.970  -0.371
62 C 3.590 5.494 3.065  0.310
63 C 8.147 3.115 -7.391  -0.735
64 C 1.819 1.586 6.416  -0.423
65 C 0.334 -6.742 1.281  -0.719
66 C -2.868 -4.924 4.920  0.056
67 C 0.167 3.100 5.392  0.032
68 C -9.812 -6.459 -1.292  -0.394
69 C 6.009 3.619 -6.547  -0.888
70 C -8.493 -2.713 0.296  -0.574
71 C 1.180 1.443 -1.577  0.327
72 C 2.787 5.716 -2.312  -1.044
73 C -1.475 -2.905 0.515  0.027
74 C -0.301 -1.992 -1.294  -1.296
75 C 3.687 -2.318 -2.681  -0.741
76 C 7.327 6.383 8.463  -0.914
77 C -0.446 4.437 5.645  -0.444
78 C 2.053 -3.409 -3.916  -0.887
79 C 4.562 -3.037 1.678  -0.847
80 C -0.647 5.216 -7.411  -0.712
81 C -2.882 2.744 -1.925  -0.248
82 C 1.732 -1.336 2.975  -0.159
83 C 8.368 2.264 -1.824  -0.621
84 C -3.588 2.386 2.291  -0.581
85 C 0.955 5.210 -3.721  -2.045
86 C -3.472 3.437 3.347  -0.417
87 C -1.769 -6.858 -1.695  0.330
88 C -6.100 -4.204 -1.868  -1.534
89 C 3.751 -2.556 0.497  0.053
90 C 1.599 2.483 -0.543  0.003
91 C -1.989 2.821 -3.194  0.127
92 C -2.642 -3.470 5.258  -0.915
93 C -2.251 -7.915 -3.959  -1.118
94 C 0.024 4.063 -4.088  1.173
95 C 3.996 -1.262 -1.592  -0.583
96 C 4.908 5.007 3.740  -0.848
97 C 0.048 -0.641 -1.863  0.348
98 C 5.105 3.338 -5.351  0.349
99 C -3.875 -5.325 -5.940  -0.696
100 C 7.235 6.527 6.153  -0.789
101 C -0.445 -0.924 3.669  1.238
102 C 5.509 3.056 -2.937  0.458
103 H -0.426 4.232 -5.070  0.346
104 H -7.371 -1.574 3.177  0.347
105 H 0.524 1.992 -6.219  0.073
106 H -3.201 -7.304 6.273  0.316
107 H -3.540 -2.940 5.033  0.310
108 H -6.010 -2.949 -0.077  -0.678
109 H 8.048 1.626 -2.654  0.254
110 H 0.015 -6.985 2.341  0.181
111 H 3.481 5.844 -3.155  0.292
112 H 0.318 6.037 -3.391  0.297
113 H 1.541 -1.415 -6.234  0.252
114 H 2.767 6.993 0.958  0.044
115 H -5.603 4.805 5.187  0.316
116 H -8.149 -8.298 -2.023  0.445
117 H 0.942 -3.399 -4.135  -0.079
118 H -0.088 -5.689 -1.244  0.046
119 H 1.572 -2.297 2.476  0.094
120 H 2.877 2.525 -7.823  0.289
121 H -8.558 -3.446 1.124  0.137
122 H 0.377 -0.445 -7.317  0.437
123 H 6.285 4.663 -6.598  0.373
124 H 4.227 -2.049 -3.626  0.482
125 H -1.723 5.096 -7.469  0.226
126 H 2.308 3.261 -0.936  -0.373
127 H 4.219 -3.311 -2.393  0.275
128 H 0.330 1.861 -2.279  -1.162
129 H 0.567 -2.637 -0.881  -0.015
130 H 6.404 -2.608 3.435  0.374
131 H -4.117 0.742 0.766  0.527
132 H 5.663 5.120 2.859  0.208
133 H -0.663 -3.499 0.952  0.125
134 H -3.298 0.378 -3.264  0.186
135 H 0.057 0.570 -0.223  -0.017
136 H 3.429 4.905 2.149  0.133
137 H 8.635 3.997 -6.957  0.307
138 H -4.713 -4.911 -5.333  0.242
139 H 5.748 1.628 6.953  0.287
140 H -1.535 -0.789 -6.512  0.397
141 H 8.301 6.892 8.603  0.316
142 H 3.109 2.465 5.005  -0.007
143 H -4.607 -7.769 1.638  0.467
144 H -4.282 3.892 6.098  0.232
145 H -3.264 -4.950 3.921  -0.046
146 H 1.768 7.380 2.459  0.179
147 H 4.671 2.303 -5.332  -0.011
148 H 6.776 3.315 -4.486  0.396
149 H 1.960 0.968 7.305  0.266
150 H -6.005 -6.766 3.327  0.408
151 H -0.934 -0.155 -2.055  -0.822
152 H 7.203 5.705 9.277  0.280
153 H 8.220 1.673 -0.867  0.252
154 H -0.244 5.910 -8.156  0.354
155 H 5.775 3.482 7.262  0.056
156 H 3.324 -3.347 -0.061  0.483
157 H -0.623 0.157 3.569  0.094
158 H -3.303 -4.471 -6.164  0.208
159 H 2.901 8.463 1.752  0.302
160 H -4.005 -7.278 4.827  0.272
161 H -0.226 6.835 4.591  0.254
162 H 2.678 -3.149 -4.740  0.469
163 H -3.263 4.486 2.965  0.430
164 H 5.483 -2.165 -0.556  0.378
165 H 7.214 6.381 4.083  0.360
166 H 3.278 5.285 -1.457  0.296
167 H -4.050 -7.899 -5.040  0.508
168 H -6.869 -4.526 0.203  -0.317
169 H -2.714 3.154 4.027  0.046
170 H -9.529 -2.432 0.141  0.443
171 H 4.435 3.279 -2.833  -0.202
172 H 7.722 3.398 -8.390  0.291
173 H 0.932 4.411 1.503  -0.097
174 H -2.118 -2.596 1.365  -0.356
175 H -7.828 -7.498 -3.548  0.366
176 H -7.894 -4.800 -2.571  0.468
177 H 6.246 4.769 -1.943  0.218
178 H -0.530 3.824 -2.175  -0.077
179 H 2.374 6.678 -2.013  0.344
180 H 3.094 -0.731 -1.358  -0.094
181 H -2.592 -8.819 -3.489  0.452
182 H -2.339 -7.768 -1.410  0.356
183 H 1.728 -0.465 2.278  0.316
184 H 5.473 1.951 -2.899  -0.014
185 H -1.577 1.801 -3.430  -0.541
186 H -0.591 2.332 5.184  0.168
187 H -6.150 -7.675 0.877  0.367
188 H -2.646 2.473 1.734  0.211
189 H 8.807 2.238 -7.434  0.229
190 H -0.818 -2.108 -5.552  0.307
191 H 2.900 -2.087 0.898  -0.298
192 H 1.685 4.449 -8.778  0.408
193 H -10.855 -6.285 -1.187  0.352
194 H 0.200 -7.380 -1.237  0.408
195 H -7.575 -5.183 2.802  0.289
196 H 0.917 -5.795 1.280  0.147
197 H 6.608 7.166 8.635  0.392
198 H 8.246 6.879 5.997  0.393
199 H -1.028 4.741 4.770  0.223
200 H -4.754 0.834 3.132  0.346
201 H -3.964 -1.682 2.684  -0.632
202 H 5.577 -3.435 1.432  0.443
203 H 7.187 4.767 4.893  0.340
204 H -4.366 -1.835 0.943  0.092
205 H -9.548 -7.326 -0.664  0.265
206 H 2.070 1.990 0.388  0.261
207 H -2.027 -3.646 -0.079  -0.081
208 H 2.346 -4.431 -3.575  0.297
209 H 4.810 3.925 3.887  0.129
210 H 1.059 7.371 5.890  0.222
211 H -2.381 2.361 -0.980  -0.002
212 H -0.340 4.925 0.276  0.339
213 H -5.145 -5.364 2.599  -0.185
214 H -1.589 -8.211 -4.756  0.346
215 H 1.517 5.443 -4.578  0.650
216 H -3.937 5.230 4.951  0.319
217 H -0.720 6.881 6.314  0.330
218 H -6.096 -3.363 -2.540  0.558
219 H -0.870 -2.533 -2.033  0.398
220 H -7.982 -1.843 0.747  0.150
221 H 2.010 1.233 -2.218  0.352
222 H 6.699 7.413 6.389  0.409
223 H -0.717 -3.317 4.838  0.228
224 H 4.993 -2.588 4.516  0.243
225 H -4.097 -6.850 -3.734  -0.356
226 H 5.830 -1.067 3.898  0.240
227 H -2.434 -5.966 -1.609  -0.306
228 H -4.944 -6.416 0.587  0.187
229 H -1.193 -6.173 -3.623  0.215
230 H 4.693 -0.626 -2.032  0.228
231 H 0.774 3.148 4.485  0.010
232 H -2.553 2.991 -4.119  0.646
233 H -0.368 5.585 -6.406  0.290
234 H 3.964 -3.728 2.309  0.290
235 H 1.299 3.581 7.017  0.352
236 H -4.839 0.180 -2.441  0.302
237 H -4.358 2.642 1.581  0.490
238 H 3.737 0.970 5.677  0.410
239 H 2.771 -1.336 3.332  0.063
240 H 1.684 4.497 -6.934  -0.003
241 H -2.484 -3.481 6.334  0.313
242 H -5.143 -4.556 -1.767  0.304
243 H 1.332 5.033 -0.133  -0.460
244 H -3.207 0.174 -1.558  -0.067
245 H -7.195 -6.374 -0.789  -0.172
246 H 1.296 1.008 5.691  -0.127
247 H 0.467 -0.580 -2.842  0.737
248 H 5.493 3.394 -7.460  0.543
249 H -1.771 -0.905 -4.748  0.002
250 H -4.241 -5.798 -6.820  0.298
251 H -5.785 -2.113 3.691  0.356
252 H -0.982 4.462 6.636  0.231
253 H 2.835 0.524 -6.944  0.704
254 H 2.453 0.593 -5.225  -0.015
255 H 4.899 6.737 4.857  0.300
256 H 0.771 3.171 -4.205  -0.555
257 H -1.936 -5.517 5.082  0.333
258 H -6.419 -2.911 2.333  0.304
259 H -2.333 -0.910 4.607  0.509
260 H 9.448 2.403 -1.945  0.253
261 H -0.738 -1.228 2.668  -0.929
262 H -3.305 3.732 -1.726  0.454
263 H 2.741 5.284 3.734  0.007
264 H 1.369 1.918 -8.598  0.297
265 H 6.046 3.421 -0.815  0.496
266 H -1.089 -1.280 5.791  0.419
267 H -6.045 -7.003 -1.931  0.230
268 H -2.724 0.082 1.241  -0.165
269 H -9.242 -5.622 -0.918  -0.045
270 H -5.002 -7.007 6.239  0.323
271 H 4.153 4.050 -5.247  -0.233
272 H 5.570 2.853 5.622  0.257
273 H 0.929 -7.521 0.921  0.390